[1]
DFT (ωB97M-V/def2-TZVPD) results for 4 unconnected molecules or ions with the total composition C35H49BBrClO7PS.

```
96
Properties=species:S:1:pos:R:3:forces:R:3:mulliken_charge:R:1
C -3.292 0.965 4.228 0.1 -1.1 0.6 -0.35
C 1.438 10.902 -0.353 -0.1 0.0 0.2 -0.36
H -2.453 -0.206 -0.175 2.1 1.0 -1.0 0.39
H -2.880 -2.152 -1.446 1.9 -1.7 -0.4 0.19
C 3.460 6.536 -0.978 0.1 0.0 -0.2 -0.48
O 0.015 -0.294 1.321 -1.8 -1.3 3.4 -0.50
H 2.061 -9.699 -0.889 -0.1 0.0 0.0 0.37
B 1.440 -0.437 -0.857 1.7 2.2 -0.6 0.88
H -0.172 -13.360 -1.184 0.0 0.1 0.0 0.34
C 1.993 2.146 -2.682 -0.6 0.0 -0.4 -0.74
Cl -2.884 -2.697 2.784 0.8 -0.2 -0.2 -0.23
H -4.455 -4.376 -2.023 1.3 0.1 -1.6 0.11
C 0.416 9.947 1.617 0.0 0.2 -0.1 -0.51
H 1.977 -12.133 -1.367 -0.1 0.1 0.0 0.35
C -2.426 -3.279 -3.372 -0.6 0.4 1.5 -0.46
H -1.327 2.146 3.727 -0.8 -2.3 0.9 0.31
C -1.000 -0.653 2.343 -1.1 -0.5 -1.1 0.14
C 4.431 5.094 -2.655 0.0 0.1 0.0 -0.46
C -2.855 -6.190 1.316 1.0 0.0 1.2 -0.70
C -1.295 -11.617 -0.599 0.2 0.1 0.0 -0.42
H -1.589 0.070 -1.829 0.4 -0.2 2.0 0.46
H 3.027 -0.436 0.336 -1.2 1.7 -0.3 0.24
H 2.089 2.717 -3.725 0.0 -1.1 2.4 0.32
H -2.190 -3.985 -1.221 0.4 2.6 -1.0 -0.09
O -0.645 -6.453 -0.048 -3.5 2.2 8.5 -0.56
C 1.307 0.693 -3.025 0.5 0.6 -1.4 0.00
C -1.667 1.170 4.303 0.6 0.3 0.9 -0.63
H -3.062 -6.411 2.458 0.3 0.7 -2.3 0.32
H 1.241 2.754 -2.023 1.6 -1.0 -1.1 0.18
C -0.050 -3.136 2.889 0.2 -0.8 0.6 -0.38
H 0.952 -2.498 2.947 -2.2 -1.5 -0.6 0.28
C 0.346 -4.569 2.188 6.6 0.9 -4.5 0.34
H -3.635 0.052 3.563 0.9 2.1 1.3 0.17
C 1.078 9.785 0.400 0.0 0.1 0.1 -0.15
H 3.025 2.032 -2.129 -2.1 0.2 -1.2 0.11
C -2.138 2.437 0.401 2.7 -1.1 -0.8 -0.90
H 0.359 -0.069 4.094 -2.3 0.1 -0.2 0.26
Br -4.215 2.615 3.474 0.6 -1.1 0.6 -0.22
P -0.154 -1.272 -0.153 0.8 -0.2 -1.5 1.07
C -1.404 0.077 -0.664 -2.3 2.0 -1.5 -1.13
C 0.106 11.227 2.077 0.1 0.0 -0.2 -0.32
H 0.278 -3.263 -1.631 -1.9 1.6 -0.2 0.25
C -0.793 -0.173 3.896 -0.3 -0.7 -0.4 -0.73
C -2.051 -2.938 -1.777 0.0 -0.5 -1.4 0.04
C -1.024 1.601 -0.203 -3.8 1.6 1.3 0.14
H 2.940 6.662 -0.032 0.1 0.0 -0.1 0.37
H -1.963 2.985 1.439 0.0 -0.2 -2.9 0.17
H -2.088 -0.269 2.034 2.3 -0.5 0.4 -0.10
H 0.140 9.076 2.206 0.0 0.1 -0.1 0.36
H 3.494 4.385 -0.849 0.0 0.1 -0.1 0.42
H -3.268 -5.126 1.025 1.0 -2.1 0.6 0.12
H 0.219 13.341 1.680 0.0 -0.1 0.0 0.34
H -0.369 -3.312 4.020 0.4 0.3 -2.5 0.43
C -0.515 -2.373 -1.693 -0.1 -0.9 -1.5 -0.74
H 0.145 0.823 -2.937 2.1 -0.5 0.0 0.08
H -1.519 -3.723 -3.962 -1.9 0.8 1.1 0.36
H 3.573 8.650 -1.375 0.1 -0.1 0.0 0.31
O -0.398 -5.828 2.346 -1.1 2.2 -2.4 -0.35
H -2.235 -12.156 -0.511 0.1 0.1 0.0 0.35
O 1.862 -0.441 -2.271 -1.3 1.6 1.3 -0.52
H -0.293 -1.837 -2.722 -0.4 -0.8 2.0 0.18
H 1.956 10.776 -1.300 -0.1 0.0 0.1 0.37
O 2.357 0.288 0.093 0.2 -3.3 -1.5 -0.60
O -1.312 -2.370 0.627 -0.1 -0.3 4.8 -0.50
H 1.314 8.787 0.039 0.0 0.1 0.0 0.32
H 5.309 6.085 -4.355 -0.1 0.0 0.1 0.36
H 4.770 8.363 -3.530 0.0 -0.1 0.1 0.36
H -1.409 1.381 5.449 -0.6 -0.4 -2.4 0.32
C 0.463 12.344 1.323 0.0 -0.1 -0.1 -0.38
H 1.417 13.054 -0.474 0.0 -0.1 0.1 0.35
H 1.553 0.477 -4.173 -0.6 0.2 2.5 0.33
H 4.668 4.096 -3.017 -0.1 0.2 0.1 0.37
S -3.768 -4.634 -3.253 -0.2 0.5 0.6 -0.30
H -0.007 -8.490 -0.242 0.0 -0.2 -0.1 0.43
H -1.219 -1.055 4.578 1.0 1.8 -1.4 0.22
H -0.413 11.353 3.024 0.1 0.0 -0.1 0.35
C 1.133 12.183 0.110 -0.1 -0.2 0.1 -0.39
H 0.799 -2.311 0.261 0.3 0.5 0.4 -0.47
C -0.042 -9.557 -0.445 0.0 0.0 0.0 -0.07
C -1.209 -2.294 2.092 0.7 2.0 -1.3 0.34
H -2.958 -2.371 -3.899 1.5 -1.7 0.9 0.31
C -1.203 -6.154 1.155 1.8 -1.7 -6.5 0.76
H -2.154 -9.719 -0.049 0.1 0.0 -0.1 0.31
C 1.120 -10.236 -0.811 -0.2 -0.2 0.0 -0.65
C 3.769 5.256 -1.438 0.0 0.1 -0.1 -0.30
H -3.761 0.822 5.309 1.1 0.4 -2.4 0.37
H -3.360 -7.036 0.682 1.4 1.8 1.0 0.26
C -1.249 -10.247 -0.337 0.2 -0.2 -0.1 -0.29
C -0.135 -12.294 -0.974 0.0 0.1 0.0 -0.41
C 4.486 7.492 -2.945 -0.1 -0.2 0.1 -0.48
C 1.073 -11.605 -1.078 -0.1 0.1 0.0 -0.30
H -3.167 2.636 -0.123 1.7 -1.6 1.6 0.15
O 1.470 -4.558 1.419 -7.7 -0.6 5.3 -0.52
C 4.791 6.211 -3.408 -0.1 0.1 0.2 -0.34
C 3.816 7.653 -1.733 0.0 -0.1 -0.1 -0.11
H 0.002 2.147 -0.330 -1.5 -1.9 1.1 0.08
```
Positions in Å, forces in eV/Å.

As for the total charge: -1. The value obtained for the calculated total energy is -154777.6297 eV. The calculation puts the largest force on an atom at 9.42 eV/Å.

---

[2]
DFT (ωB97M-V/def2-TZVPD) results for 2 unconnected molecules or ions with the total composition C3H6N2O3.

```
14
Properties=species:S:1:pos:R:3:forces:R:3:mulliken_charge:R:1
C -0.052 0.222 -0.336 -2.4 0.7 2.2 0.61
N -2.479 0.482 -0.138 -3.3 2.0 0.6 -0.28
O 0.428 -0.927 0.159 6.6 -0.3 -1.0 -0.33
O 1.729 1.540 0.035 -0.7 4.6 2.9 -0.49
H 2.699 -0.594 0.870 -1.9 -1.9 -1.9 0.25
H 2.181 -2.251 -0.169 -0.2 0.5 1.0 0.28
C 2.099 -1.164 -0.009 -0.9 1.4 1.5 -0.61
H -4.246 0.947 0.323 0.7 -3.0 -0.5 0.40
O -3.894 -0.016 0.141 2.3 3.1 -0.1 -0.42
H 2.495 -0.740 -0.933 -0.8 0.5 0.0 0.33
H 1.844 2.778 0.839 -0.6 -4.8 -3.2 0.36
N 0.309 1.479 -0.281 0.8 -2.3 -0.5 -0.32
C -1.535 -0.287 -0.289 0.7 -2.8 -0.5 -0.09
H -1.578 -1.469 -0.211 -0.2 2.5 -0.3 0.29
```
Positions in Å, forces in eV/Å.

As for the total charge: 0. For the relative energy (zero: lowest compared OMol25 entry of this formula, charge and spin), the calculation gives 242.51 kcal per mole. The calculation puts the largest force on an atom at 6.65 eV/Å.

---

[3]
DFT (ωB97M-V/def2-TZVPD) results for a single C6H4 molecule.

```
10
Properties=species:S:1:pos:R:3:forces:R:3:mulliken_charge:R:1
C -0.705 0.501 -1.293 -0.1 -1.5 -1.8 -0.67
H 0.727 1.075 1.246 -0.5 -0.5 0.4 0.19
C 0.351 -0.328 -1.125 0.3 -1.7 0.6 0.48
C -0.861 -0.501 0.681 0.5 -0.1 -1.2 -0.60
H 0.525 -0.323 2.383 -0.2 -0.4 2.2 0.29
H -1.234 0.403 -2.272 0.0 0.6 1.2 0.27
C 1.194 -1.347 -0.801 0.3 0.9 -0.9 -0.66
C 0.270 0.079 1.465 1.5 1.4 -1.4 -0.36
C 0.487 -0.850 0.335 -1.3 -0.5 0.6 0.75
H -0.754 1.292 -0.619 -0.6 1.7 0.5 0.31
```
Positions in Å, forces in eV/Å.

As for the total charge: 0. For the relative energy (zero: lowest compared OMol25 entry of this formula, charge and spin), the calculation gives 130.56 kcal per mole. The calculation puts the largest force on an atom at 2.51 eV/Å.

---

[4]
DFT (ωB97M-V/def2-TZVPD) results for a molecular structure, CH6N4O.

```
12
Properties=species:S:1:pos:R:3:forces:R:3:mulliken_charge:R:1
H 20.666 -0.968 -0.213 0.0 -0.2 1.0 0.33
H 22.317 1.334 0.301 -1.7 -1.5 0.4 0.39
N 21.227 -0.114 -0.310 -1.0 -0.7 -1.7 -0.21
N -16.231 0.587 0.460 -1.5 1.4 0.0 -0.03
N -15.038 0.417 -0.324 -1.5 0.9 0.0 -0.06
O -16.405 -0.817 0.293 -2.0 -1.3 0.4 -0.10
H 21.878 0.406 1.688 -1.7 -1.1 -1.6 0.36
H -14.321 1.115 -0.322 0.9 0.0 -0.4 0.31
H -13.306 -2.692 -1.808 -0.2 0.2 0.2 0.12
C -15.334 -0.850 -0.391 1.9 0.0 -0.6 0.40
H -17.124 1.090 0.011 2.5 -1.2 0.4 0.37
N 21.669 0.492 0.614 4.4 3.5 1.9 0.14
```
Positions in Å, forces in eV/Å.

As for the total charge: +2. For the relative energy (zero: lowest compared OMol25 entry of this formula, charge and spin), the calculation gives 108.14 kcal per mole. The calculation puts the largest force on an atom at 5.89 eV/Å.